Record 1
A 2-piece molecular cluster, CH3BO4 overall. Source: the Open Molecules 2025 dataset; level of theory: the ωB97M-V functional and the def2-TZVPD basis.

Its total charge is 0. As for the spin multiplicity: 1. As for the total energy: -9953.63255 eV. As for the LUMO energy: -0.011 hartree. Its relative energy (zero: lowest compared OMol25 entry of this formula, charge and spin) is 2.2538 eV. The orbital gap comes out at 10.235 eV.

Positions of all 9 atoms, in Å:
B1 -0.78 0.12 0.10
C1 1.95 -0.04 -0.42
O1 2.68 0.09 0.46
O2 -1.98 0.74 0.44
O3 -0.59 -1.22 0.25
O4 0.24 0.89 -0.32
H1 1.56 -0.61 -1.19
H2 -1.69 1.60 0.00
H3 -1.40 -1.57 0.69

Record 2
C21H31IMoN6O2STe as an isolated structure. Source: the Open Molecules 2025 dataset; level of theory: the ωB97M-V functional and the def2-TZVPD basis.

Its total charge is +2. As for the spin multiplicity: 3. As for the total energy: -63385.53805 eV. As for the LUMO energy (alpha / beta): -0.212 / -0.225 hartree. Its relative energy (zero: lowest compared OMol25 entry of this formula, charge and spin) is 0.1340 eV. The orbital gap (alpha / beta) comes out at 6.913 / 6.716 eV. As for the expectation value of S²: 2.040.

Positions of all 64 atoms, in Å:
Mo1 -0.16 0.14 0.00
C1 3.15 3.97 1.28
O1 3.53 2.72 0.67
C2 2.56 1.89 0.39
O2 1.37 2.08 0.58
N1 3.03 0.73 -0.15
N2 2.13 -0.26 -0.54
H1 4.07 4.44 1.60
H2 2.49 3.79 2.13
H3 2.64 4.60 0.55
H4 4.02 0.63 -0.34
H5 2.42 -1.14 -0.12
H6 2.18 -0.38 -1.55
C3 1.05 -2.76 1.03
N3 0.41 -1.46 1.35
C4 0.32 -1.18 2.62
C5 -0.19 0.07 2.97
C6 -0.34 0.80 4.15
C7 -0.86 2.04 3.78
C8 -1.00 2.03 2.40
N4 -0.59 0.84 1.89
C9 2.34 -3.04 1.77
C10 3.24 -2.03 2.09
C11 4.43 -2.31 2.75
C12 4.73 -3.62 3.10
C13 3.84 -4.63 2.80
C14 2.65 -4.35 2.14
H7 1.21 -2.80 -0.05
H8 0.34 -3.57 1.24
H9 0.65 -1.89 3.38
H10 -0.08 0.46 5.14
H11 -1.09 2.86 4.43
H12 -1.36 2.82 1.76
H13 3.00 -0.99 1.88
H14 5.11 -1.51 3.00
H15 5.65 -3.84 3.62
H16 4.06 -5.65 3.09
H17 1.96 -5.15 1.91
N5 -5.93 -1.36 0.00
C15 -5.04 -0.20 0.33
C16 -3.57 -0.60 0.11
N6 -2.65 0.53 0.19
H18 -6.91 -1.13 0.10
H19 -5.70 -2.16 0.60
H20 -5.75 -1.68 -0.96
H21 -5.22 0.10 1.36
H22 -5.30 0.62 -0.33
H23 -3.47 -1.04 -0.88
H24 -3.26 -1.34 0.85
H25 -2.76 1.01 1.07
H26 -2.87 1.20 -0.55
Te1 -0.80 -1.74 -1.93
C17 -1.66 -3.63 -1.46
C18 -1.20 -4.79 -2.01
C19 -2.10 -5.89 -1.91
C20 -3.25 -5.57 -1.29
S1 -3.25 -3.92 -0.81
H27 -0.23 -4.87 -2.48
H28 -1.88 -6.88 -2.30
H29 -4.12 -6.18 -1.07
I1 -0.93 2.93 -1.40
C21 0.13 1.14 -1.96
H30 1.14 1.48 -2.18
H31 -0.33 0.84 -2.90

Record 3
An isolated ion of composition C5H10N3O2 and charge +1. Source: the Open Molecules 2025 dataset; level of theory: the ωB97M-V functional and the def2-TZVPD basis.

Its total charge is +1. As for the spin multiplicity: 1. As for the total energy: -13902.04900 eV. As for the LUMO energy: -0.142 hartree. As for the structure (SMILES): CC1(C)C(=O)[N@@H+]1/C(O)=N/N. Its relative energy (zero: lowest compared OMol25 entry of this formula, charge and spin) is 4.1089 eV. The orbital gap comes out at 9.046 eV.

Positions of all 20 atoms, in Å:
C1 0.45 -1.04 1.47
C2 -0.46 1.37 0.68
C3 0.63 -1.05 0.10
C4 1.95 -1.10 -0.64
C5 -0.63 -1.16 -0.86
N1 0.53 0.37 0.93
N2 -1.62 1.24 1.08
N3 -2.63 1.97 0.76
O1 0.30 -1.38 2.57
O2 0.14 2.24 -0.14
H1 2.74 -0.64 -0.15
H2 1.66 -0.57 -1.53
H3 2.30 -2.10 -0.96
H4 -0.58 -2.21 -1.27
H5 -0.45 -0.47 -1.64
H6 -1.47 -0.87 -0.21
H7 1.43 0.85 1.13
H8 -3.44 1.80 1.28
H9 -0.35 2.50 -0.91
H10 -2.46 2.93 0.26

Record 4
C6H6 as an isolated structure. Source: the Open Molecules 2025 dataset; level of theory: the ωB97M-V functional and the def2-TZVPD basis.

Its total charge is 0. As for the spin multiplicity: 1. As for the total energy: -6313.51858 eV. As for the LUMO energy: 0.037 hartree. Its relative energy (zero: lowest compared OMol25 entry of this formula, charge and spin) is 5.6816 eV. The orbital gap comes out at 8.928 eV.

Positions of all 12 atoms, in Å:
C1 0.45 -0.72 -0.70
C2 0.89 0.22 0.37
C3 0.33 0.84 -0.89
C4 -1.07 0.52 -1.01
C5 -0.96 -0.64 -0.07
C6 -0.41 0.08 1.18
H1 1.00 -1.40 -1.35
H2 1.92 0.40 0.69
H3 0.88 1.49 -1.55
H4 -0.90 1.06 1.24
H5 -1.68 -1.45 -0.06
H6 -0.46 -0.42 2.14

Record 5
A 4-piece molecular cluster, C9H24BO17P2S3 overall. Source: the Open Molecules 2025 dataset; level of theory: the ωB97M-V functional and the def2-TZVPD basis.

Its total charge is +1. As for the spin multiplicity: 1. As for the total energy: -96282.66812 eV. As for the LUMO energy: -0.142 hartree. The orbital gap comes out at 9.164 eV.

Positions of all 56 atoms, in Å:
C1 1.22 -2.23 -0.99
C2 0.02 -1.40 -1.42
O1 0.19 0.00 -1.10
B1 -0.85 0.33 -0.29
O2 -0.64 0.41 1.05
P1 -2.68 0.66 -0.96
C3 -3.44 -0.73 -1.86
P2 -4.76 -1.65 -0.94
O3 -6.02 -1.52 -1.68
O4 -4.85 -1.12 0.58
O5 -4.32 -3.18 -0.87
H1 1.07 -3.22 -1.44
H2 1.18 -2.37 0.10
H3 2.16 -1.82 -1.33
H4 -0.17 -1.46 -2.49
H5 -0.86 -1.81 -0.87
H6 -0.50 -0.49 1.37
H7 -3.47 1.00 0.15
H8 -2.69 1.78 -1.79
H9 -3.91 -0.33 -2.76
H10 -2.71 -1.48 -2.16
H11 -4.00 -1.29 1.03
H12 -4.18 -3.48 0.04
C4 -0.03 3.08 5.98
C5 1.28 2.64 5.37
O6 1.00 1.33 4.84
S1 -0.53 1.28 4.34
O7 -0.52 1.49 2.94
O8 -1.15 0.15 4.93
O9 -1.04 2.60 5.08
H13 -0.19 2.62 6.96
H14 -0.10 4.16 6.08
H15 2.09 2.59 6.09
H16 1.57 3.29 4.54
C6 -1.30 0.69 -6.28
C7 -0.41 1.91 -6.37
O10 -0.10 2.21 -4.99
S2 -0.01 0.86 -4.16
O11 1.33 0.45 -4.03
O12 -0.85 0.99 -3.00
O13 -0.74 -0.10 -5.21
H17 -2.32 0.96 -6.01
H18 -1.32 0.11 -7.20
H19 -0.90 2.76 -6.83
H20 0.52 1.69 -6.89
C8 3.80 -0.18 2.37
C9 3.54 -1.66 2.60
O14 4.27 -2.34 1.57
S3 5.59 -1.48 1.23
O15 6.68 -2.03 1.95
O16 5.63 -1.28 -0.17
O17 5.16 -0.12 1.96
H21 3.18 0.22 1.56
H22 3.65 0.42 3.26
H23 2.48 -1.93 2.55
H24 3.94 -1.97 3.57

Record 6
C4H11N4O2 as an isolated structure. Source: the Open Molecules 2025 dataset; level of theory: the ωB97M-V functional and the def2-TZVPD basis.

Its total charge is +1. As for the spin multiplicity: 1. As for the total energy: -14368.44765 eV. As for the LUMO energy: -0.132 hartree. Its relative energy (zero: lowest compared OMol25 entry of this formula, charge and spin) is 8.0869 eV. The orbital gap comes out at 10.097 eV.

Positions of all 21 atoms, in Å:
C1 -0.05 -2.57 0.45
C2 -1.40 1.85 0.91
C3 -0.63 -0.52 -0.73
C4 0.16 0.11 0.40
N1 2.00 0.81 -0.53
N2 1.77 0.59 -1.73
N3 -0.91 -1.44 0.31
N4 -0.24 0.92 1.37
O1 1.51 -0.04 0.35
O2 2.41 1.41 -2.48
H1 -0.56 -3.50 0.56
H2 0.50 -2.56 -0.52
H3 0.72 -2.35 1.13
H4 -2.43 1.51 1.09
H5 -1.35 2.62 1.69
H6 -1.39 2.20 -0.19
H7 -1.53 -0.06 -1.21
H8 -0.06 -0.96 -1.56
H9 -1.91 -1.38 0.62
H10 3.00 2.05 -1.94
H11 0.40 1.31 2.01

Q: Look up the total charge of the third one.
A: +1

Copy entry 5 word for word.
A 4-piece molecular cluster, C9H24BO17P2S3 overall. Source: the Open Molecules 2025 dataset; level of theory: the ωB97M-V functional and the def2-TZVPD basis.

Its total charge is +1. As for the spin multiplicity: 1. As for the total energy: -96282.66812 eV. As for the LUMO energy: -0.142 hartree. The orbital gap comes out at 9.164 eV.

Positions of all 56 atoms, in Å:
C1 1.22 -2.23 -0.99
C2 0.02 -1.40 -1.42
O1 0.19 0.00 -1.10
B1 -0.85 0.33 -0.29
O2 -0.64 0.41 1.05
P1 -2.68 0.66 -0.96
C3 -3.44 -0.73 -1.86
P2 -4.76 -1.65 -0.94
O3 -6.02 -1.52 -1.68
O4 -4.85 -1.12 0.58
O5 -4.32 -3.18 -0.87
H1 1.07 -3.22 -1.44
H2 1.18 -2.37 0.10
H3 2.16 -1.82 -1.33
H4 -0.17 -1.46 -2.49
H5 -0.86 -1.81 -0.87
H6 -0.50 -0.49 1.37
H7 -3.47 1.00 0.15
H8 -2.69 1.78 -1.79
H9 -3.91 -0.33 -2.76
H10 -2.71 -1.48 -2.16
H11 -4.00 -1.29 1.03
H12 -4.18 -3.48 0.04
C4 -0.03 3.08 5.98
C5 1.28 2.64 5.37
O6 1.00 1.33 4.84
S1 -0.53 1.28 4.34
O7 -0.52 1.49 2.94
O8 -1.15 0.15 4.93
O9 -1.04 2.60 5.08
H13 -0.19 2.62 6.96
H14 -0.10 4.16 6.08
H15 2.09 2.59 6.09
H16 1.57 3.29 4.54
C6 -1.30 0.69 -6.28
C7 -0.41 1.91 -6.37
O10 -0.10 2.21 -4.99
S2 -0.01 0.86 -4.16
O11 1.33 0.45 -4.03
O12 -0.85 0.99 -3.00
O13 -0.74 -0.10 -5.21
H17 -2.32 0.96 -6.01
H18 -1.32 0.11 -7.20
H19 -0.90 2.76 -6.83
H20 0.52 1.69 -6.89
C8 3.80 -0.18 2.37
C9 3.54 -1.66 2.60
O14 4.27 -2.34 1.57
S3 5.59 -1.48 1.23
O15 6.68 -2.03 1.95
O16 5.63 -1.28 -0.17
O17 5.16 -0.12 1.96
H21 3.18 0.22 1.56
H22 3.65 0.42 3.26
H23 2.48 -1.93 2.55
H24 3.94 -1.97 3.57

Q: Among the records above, which one has the highest spin multiplicity?
A: C21H31IMoN6O2STe

Copy entry 1 word for word.
A 2-piece molecular cluster, CH3BO4 overall. Source: the Open Molecules 2025 dataset; level of theory: the ωB97M-V functional and the def2-TZVPD basis.

Its total charge is 0. As for the spin multiplicity: 1. As for the total energy: -9953.63255 eV. As for the LUMO energy: -0.011 hartree. Its relative energy (zero: lowest compared OMol25 entry of this formula, charge and spin) is 2.2538 eV. The orbital gap comes out at 10.235 eV.

Positions of all 9 atoms, in Å:
B1 -0.78 0.12 0.10
C1 1.95 -0.04 -0.42
O1 2.68 0.09 0.46
O2 -1.98 0.74 0.44
O3 -0.59 -1.22 0.25
O4 0.24 0.89 -0.32
H1 1.56 -0.61 -1.19
H2 -1.69 1.60 0.00
H3 -1.40 -1.57 0.69